(P)
Below is an isolated molecule of C4H3N, with properties calculated with ωB97M-V/def2-TZVPD.

Results
LUMO in eV: 0.054
Gap between HOMO and LUMO in eV: 9.92
Highest occupied orbital energy in eV: -9.87

Last column: natural (NBO) charge in e.
CARTESIAN COORDINATES (ANGSTROEM)
C 1.82 -0.05 0.14  0.249
C -0.65 0.87 0.15  -0.101
C 0.40 0.03 0.13  -0.121
C -0.92 -0.60 -0.03  -0.399
N 2.93 -0.24 0.00  -0.274
H -1.08 1.86 -0.07  0.244
H -1.43 -1.12 0.79  0.208
H -1.08 -0.75 -1.10  0.194

(Q)
Below is an isolated molecule of C4H3N, with properties calculated with ωB97M-V/def2-TZVPD.

Results
LUMO in eV: 0.583
Gap between HOMO and LUMO in eV: 10.92
Highest occupied orbital energy in eV: -10.33

Last column: natural (NBO) charge in e.
CARTESIAN COORDINATES (ANGSTROEM)
C 0.54 2.33 0.37  -0.719
C 0.24 0.99 0.28  0.139
C -0.16 -0.13 0.15  -0.180
C -0.41 -1.46 -0.35  0.246
H 1.31 2.51 1.08  0.261
H 0.95 2.54 -0.70  0.255
H -0.52 2.56 0.40  0.281
N -0.43 -2.57 -0.50  -0.282

Most stable = (Q)

(P)
Below is an isolated molecule of C4H3N, with properties calculated with ωB97M-V/def2-TZVPD.

Results
LUMO in eV: 1.136
Gap between HOMO and LUMO in eV: 9.91
Highest occupied orbital energy in eV: -8.77

Last column: natural (NBO) charge in e.
CARTESIAN COORDINATES (ANGSTROEM)
C -0.83 -0.37 -1.82  -0.319
C -0.46 0.27 -0.88  0.140
C 1.11 0.34 0.94  -0.035
C -0.02 -0.06 1.39  -0.022
N -0.10 0.89 0.26  -0.473
H -0.68 -0.63 1.99  0.238
H -1.19 -0.82 -2.70  0.233
H 2.16 0.38 0.82  0.239

(Q)
Below is a cluster of 2 separate species, C4H3N in total, with properties calculated with ωB97M-V/def2-TZVPD.

Results
LUMO (spin up / spin down) in eV: -3.000 / -2.327
Gap between HOMO and LUMO (spin up / spin down) in eV: 7.01 / 8.56
Highest occupied orbital energy (spin up / spin down) in eV: -10.01 / -10.88

Last column: natural (NBO) charge in e.
CARTESIAN COORDINATES (ANGSTROEM)
C 2.61 -0.25 -0.27  0.207
C -0.77 0.93 0.51  -0.221
C 0.00 -0.06 0.41  0.181
C -1.21 -0.45 -0.24  -0.342
N 3.70 -0.33 -0.58  -0.498
H -1.14 1.79 1.02  0.259
H -1.85 -1.02 0.46  0.195
H -1.35 -0.61 -1.31  0.220

(R)
Below is an isolated molecule of C4H3N, with properties calculated with ωB97M-V/def2-TZVPD.

Results
LUMO in eV: -0.275
Gap between HOMO and LUMO in eV: 9.63
Highest occupied orbital energy in eV: -9.90

Last column: natural (NBO) charge in e.
CARTESIAN COORDINATES (ANGSTROEM)
C -0.02 -0.47 1.37  -0.047
C 0.22 0.61 0.88  -0.140
C 0.19 0.88 -0.56  -0.460
C -0.24 -0.66 -1.04  0.275
N -0.49 -1.74 -0.65  -0.382
H -0.23 -1.41 1.84  0.243
H 1.16 1.17 -0.98  0.255
H -0.58 1.61 -0.85  0.255

Most stable = (R)

(P)
Below is a cluster of 2 separate species, C4H3N in total, with properties calculated with ωB97M-V/def2-TZVPD.

Results
LUMO in eV: -0.524
Gap between HOMO and LUMO in eV: 9.34
Highest occupied orbital energy in eV: -9.87

Last column: natural (NBO) charge in e.
CARTESIAN COORDINATES (ANGSTROEM)
C 1.95 0.12 0.15  -0.013
C -0.97 -0.70 -0.38  -0.100
C -0.97 0.66 -0.35  -0.111
C -0.23 0.00 0.64  -0.015
N 3.04 -0.07 -0.17  -0.506
H -1.71 -1.48 -0.65  0.263
H -0.99 1.60 -0.86  0.256
H -0.10 -0.13 1.63  0.225

(Q)
Below is a structure of composition C4H3N, with properties calculated with ωB97M-V/def2-TZVPD.

Results
LUMO (spin up / spin down) in eV: -1.484 / -1.945
Gap between HOMO and LUMO (spin up / spin down) in eV: 7.62 / 7.16
Highest occupied orbital energy (spin up / spin down) in eV: -9.10 / -9.11

Last column: natural (NBO) charge in e.
CARTESIAN COORDINATES (ANGSTROEM)
C -0.49 -0.48 -0.94  -0.444
C 0.63 0.25 -0.70  -0.023
C -0.08 -0.01 1.36  -0.170
C -0.88 -0.50 0.39  0.309
N 0.85 0.56 0.62  -0.355
H -0.94 -0.67 -1.84  0.246
H 1.29 0.84 -1.30  0.211
H -0.38 0.01 2.40  0.226

Most stable = (Q)

(P)
Below is a cluster of 2 separate species, C2HFN2O2 in total, with properties calculated with ωB97M-V/def2-TZVPD.

Results
LUMO in eV: -1.827
Gap between HOMO and LUMO in eV: 10.27
Highest occupied orbital energy in eV: -12.10

Last column: natural (NBO) charge in e.
CARTESIAN COORDINATES (ANGSTROEM)
C 1.21 -0.73 0.24  0.169
C 0.27 0.26 -0.23  0.270
N 1.99 -1.55 0.43  -0.193
N -1.14 -0.05 0.13  0.483
O -1.95 0.08 -0.76  -0.318
O -1.34 -0.29 1.30  -0.336
F 0.44 0.50 -1.53  -0.287
H 0.53 1.79 0.43  0.213

(Q)
Below is a cluster of 2 separate species, C2HFN2O2 in total, with properties calculated with ωB97M-V/def2-TZVPD.

Results
LUMO (spin up / spin down) in eV: -5.333 / -5.332
Gap between HOMO and LUMO (spin up / spin down) in eV: 6.35 / 6.35
Highest occupied orbital energy (spin up / spin down) in eV: -11.68 / -11.68

Last column: natural (NBO) charge in e.
CARTESIAN COORDINATES (ANGSTROEM)
C 1.81 0.39 -0.18  0.152
C 0.65 -0.23 0.22  0.210
N 2.73 0.94 -0.53  -0.051
N 0.31 -1.62 0.00  0.436
O -0.75 -2.13 0.27  -0.271
O 1.29 -2.27 -0.42  -0.301
F 0.17 0.34 -2.29  -0.485
H -0.22 0.46 0.69  0.309

Most stable = (P)

(P)
Below is an isolated molecule of C5H10N2, with properties calculated with ωB97M-V/def2-TZVPD.

Results
LUMO in eV: 0.732
Gap between HOMO and LUMO in eV: 10.29
Highest occupied orbital energy in eV: -9.56

Last column: natural (NBO) charge in e.
CARTESIAN COORDINATES (ANGSTROEM)
C 1.35 0.60 -0.09  0.306
C -0.02 -0.68 1.44  -0.604
C -0.98 1.38 0.51  -0.600
C -0.30 -0.62 -1.09  -0.168
C 0.02 0.23 0.30  -0.217
N 2.41 0.91 -0.40  -0.356
N 0.81 -1.02 -1.89  -0.805
H -1.05 -0.76 1.82  0.216
H 0.27 -1.70 1.17  0.221
H 0.41 -0.17 2.34  0.229
H -0.70 2.15 1.20  0.233
H -1.39 1.66 -0.48  0.228
H -1.76 0.97 1.23  0.214
H -0.83 0.16 -1.79  0.180
H -0.97 -1.33 -0.73  0.192
H 1.25 -0.23 -2.28  0.375
H 1.46 -1.55 -1.26  0.356

(Q)
Below is a structure of composition C5H10N2, with properties calculated with ωB97M-V/def2-TZVPD.

Results
LUMO in eV: 1.145
Gap between HOMO and LUMO in eV: 9.80
Highest occupied orbital energy in eV: -8.65

Last column: natural (NBO) charge in e.
CARTESIAN COORDINATES (ANGSTROEM)
C 0.80 0.69 2.05  -0.635
C 1.02 -0.48 1.12  -0.042
N 0.06 -1.56 0.98  -0.576
C 0.29 -0.67 -0.17  -0.185
C -0.71 0.35 -0.55  -0.155
C -0.56 0.87 -1.93  -0.296
N -1.58 -0.19 -2.06  -0.653
H 1.00 0.40 3.09  0.214
H -0.23 1.07 1.98  0.229
H 1.48 1.51 1.80  0.217
H 2.05 -0.84 1.12  0.196
H -0.82 -1.27 1.42  0.351
H 0.87 -1.16 -0.97  0.180
H -1.97 -0.13 -0.98  0.392
H -0.94 1.86 -2.17  0.201
H 0.36 0.63 -2.47  0.192
H -1.14 -1.09 -2.27  0.370

Most stable = (P)

(P)
Below is an isolated molecule of C5H10N2, with properties calculated with ωB97M-V/def2-TZVPD.

Results
LUMO in eV: 1.039
Gap between HOMO and LUMO in eV: 10.19
Highest occupied orbital energy in eV: -9.15

Last column: natural (NBO) charge in e.
CARTESIAN COORDINATES (ANGSTROEM)
C 0.73 -2.07 -0.08  -0.621
C 1.09 -0.77 -0.76  -0.059
N 0.06 0.05 -1.39  -0.627
C 0.78 0.61 -0.26  -0.094
C -0.11 1.11 0.85  -0.101
C -1.38 1.78 0.44  -0.256
N -1.40 0.52 1.16  -0.585
H -0.12 -1.97 0.59  0.217
H 1.61 -2.39 0.50  0.216
H 0.50 -2.86 -0.81  0.214
H 2.01 -0.85 -1.35  0.185
H 0.30 0.44 -2.30  0.364
H 1.60 1.32 -0.43  0.194
H 0.39 1.52 1.72  0.201
H -1.77 2.65 0.96  0.193
H -1.62 1.75 -0.62  0.199
H -1.61 -0.23 0.50  0.359

(Q)
Below is an isolated molecule of C5H10N2, with properties calculated with ωB97M-V/def2-TZVPD.

Results
LUMO (spin up / spin down) in eV: 0.576 / 0.574
Gap between HOMO and LUMO (spin up / spin down) in eV: 7.45 / 7.45
Highest occupied orbital energy (spin up / spin down) in eV: -6.87 / -6.87

Last column: natural (NBO) charge in e.
CARTESIAN COORDINATES (ANGSTROEM)
C 1.11 -0.37 0.89  -0.413
C 1.89 0.80 0.34  -0.503
C 1.49 0.60 -1.06  -0.081
C -1.95 0.21 -0.99  -0.440
C -0.22 -0.54 0.49  0.379
N -1.17 -0.99 1.41  -0.819
N -0.57 -0.16 -0.73  -0.509
H 1.60 -1.09 1.54  0.201
H -1.92 -1.56 1.05  0.374
H -0.81 -1.30 2.30  0.389
H 1.62 1.77 0.74  0.204
H 2.95 0.62 0.50  0.245
H 1.96 -0.21 -1.60  0.204
H 0.97 1.35 -1.62  0.200
H -2.58 -0.69 -1.09  0.185
H -2.39 0.84 -0.22  0.182
H -2.00 0.73 -1.95  0.204

Most stable = (P)

(P)
Below is a cluster of 2 separate species, C3H4NP in total, with properties calculated with ωB97M-V/def2-TZVPD.

Results
LUMO (spin up / spin down) in eV: -2.509 / -3.924
Gap between HOMO and LUMO (spin up / spin down) in eV: 7.92 / 4.50
Highest occupied orbital energy (spin up / spin down) in eV: -10.43 / -8.42

Last column: natural (NBO) charge in e.
CARTESIAN COORDINATES (ANGSTROEM)
C -1.12 3.68 -1.29  0.149
C -0.35 -0.84 -0.13  -0.662
C 0.96 -1.07 0.54  -0.758
N -0.76 2.76 -0.68  -0.650
P 0.08 0.42 1.17  0.905
H -0.56 -0.51 -1.04  0.247
H -1.21 -1.52 0.35  0.242
H 1.08 -2.03 1.13  0.267
H 1.87 -0.89 -0.05  0.259

(Q)
Below is a cluster of 2 separate species, C3H4NP in total, with properties calculated with ωB97M-V/def2-TZVPD.

Results
LUMO in eV: -0.926
Gap between HOMO and LUMO in eV: 8.99
Highest occupied orbital energy in eV: -9.91

Last column: natural (NBO) charge in e.
CARTESIAN COORDINATES (ANGSTROEM)
C -2.53 -0.90 0.48  0.180
C -1.73 0.11 -0.03  -0.527
C 0.21 -0.60 0.02  -0.502
N -3.28 -1.73 0.75  -0.272
P -2.12 1.65 -0.49  0.553
H 0.20 -1.47 0.54  0.195
H 0.26 -0.77 -1.09  0.210
H 1.04 0.14 0.27  0.218
H -0.89 2.21 -0.70  -0.054

(R)
Below is a cluster of 2 separate species, C3H4NP in total, with properties calculated with ωB97M-V/def2-TZVPD.

Results
LUMO (spin up / spin down) in eV: -3.581 / -2.644
Gap between HOMO and LUMO (spin up / spin down) in eV: 5.71 / 8.20
Highest occupied orbital energy (spin up / spin down) in eV: -9.30 / -10.84

Last column: natural (NBO) charge in e.
CARTESIAN COORDINATES (ANGSTROEM)
C -2.75 0.14 0.13  0.053
C 1.02 -0.11 -0.75  -0.726
C 0.89 -0.02 0.74  -0.718
N -3.70 0.74 -0.07  -0.533
P 0.17 -1.55 0.01  0.868
H 0.41 0.54 -1.37  0.274
H 2.00 -0.29 -1.17  0.253
H 1.78 -0.13 1.34  0.249
H 0.18 0.69 1.14  0.280

Most stable = (Q)

(P)
Below is a cluster of 2 separate species, C6H10N2 in total, with properties calculated with ωB97M-V/def2-TZVPD.

Results
LUMO in eV: 0.907
Gap between HOMO and LUMO in eV: 10.20
Highest occupied orbital energy in eV: -9.29

Last column: natural (NBO) charge in e.
CARTESIAN COORDINATES (ANGSTROEM)
C -3.17 -0.49 0.31  0.043
C -2.95 0.85 0.14  -0.291
C -1.74 1.27 -0.18  -0.155
C -0.73 0.32 -0.15  -0.258
C -1.08 -1.02 -0.21  0.046
C 2.67 -0.61 -0.11  -0.406
H -4.18 -0.62 0.81  0.191
H -3.81 1.32 0.25  0.210
H -1.62 2.32 -0.59  0.219
H 0.25 0.78 -0.18  0.225
H -0.18 -1.62 -0.70  0.192
H 4.01 0.12 1.13  0.344
H 4.10 0.91 -0.20  0.355
H 2.08 -0.27 -1.06  0.180
H 3.25 -1.51 -0.38  0.169
H 1.91 -0.74 0.69  0.199
N -2.24 -1.46 0.08  -0.424
N 3.43 0.46 0.35  -0.838

(Q)
Below is a structure of composition C6H10N2, with properties calculated with ωB97M-V/def2-TZVPD.

Results
LUMO in eV: 1.083
Gap between HOMO and LUMO in eV: 9.25
Highest occupied orbital energy in eV: -8.16

Last column: natural (NBO) charge in e.
CARTESIAN COORDINATES (ANGSTROEM)
C 1.27 0.48 0.83  -0.266
C -0.36 0.94 0.80  -0.064
C 0.30 1.60 -0.46  -0.233
C 0.32 -1.17 -0.75  -0.059
C -1.15 -0.57 -0.99  -0.229
C -0.40 -1.37 0.60  -0.235
H 1.81 -0.26 1.57  0.193
H 1.86 1.26 1.11  0.185
H -0.73 1.76 1.33  0.190
H 1.14 2.35 -0.24  0.216
H -0.33 1.88 -1.28  0.190
H 0.64 -1.92 -1.37  0.204
H -1.49 0.16 -1.67  0.198
H -1.98 -1.41 -0.99  0.196
H -1.01 -2.31 0.54  0.195
H 0.01 -1.44 1.52  0.197
N 1.17 0.23 -0.65  -0.438
N -1.15 -0.16 0.55  -0.440

(R)
Below is a cluster of 2 separate species, C6H10N2 in total, with properties calculated with ωB97M-V/def2-TZVPD.

Results
LUMO in eV: 1.040
Gap between HOMO and LUMO in eV: 9.00
Highest occupied orbital energy in eV: -7.96

Last column: natural (NBO) charge in e.
CARTESIAN COORDINATES (ANGSTROEM)
C 0.66 -1.86 -0.61  0.346
C -1.75 0.10 -0.45  -0.245
C -1.62 0.66 -1.80  -0.248
C 1.05 0.52 1.90  -0.394
C 1.65 1.70 1.90  -0.364
C 0.30 -0.85 -1.38  -0.225
N 0.63 -2.94 0.02  -0.633
N -0.46 0.27 -1.04  -0.400
H -2.02 0.68 0.48  0.210
H -2.02 -0.94 -0.42  0.199
H -1.96 0.19 -2.75  0.198
H -1.55 1.68 -2.03  0.202
H 0.95 -0.13 1.10  0.196
H 1.26 -3.13 0.82  0.375
H 0.38 0.46 2.79  0.190
H 1.51 2.38 2.70  0.182
H 2.31 2.12 1.11  0.187
H 0.68 -0.91 -2.34  0.223

(S)
Below is an isolated molecule of C6H10N2, with properties calculated with ωB97M-V/def2-TZVPD.

Results
LUMO in eV: 1.106
Gap between HOMO and LUMO in eV: 9.72
Highest occupied orbital energy in eV: -8.61

Last column: natural (NBO) charge in e.
CARTESIAN COORDINATES (ANGSTROEM)
C 1.12 1.28 0.07  -0.411
C -0.52 1.44 0.06  -0.204
C -1.99 -0.75 0.38  -0.290
C -0.79 -1.07 -0.58  -0.081
C 0.49 -1.09 0.29  -0.147
C 1.40 -0.06 -0.36  -0.054
H 1.37 1.53 1.00  0.206
H 1.59 2.07 -0.51  0.196
H -0.67 2.24 -0.59  0.199
H -0.74 1.60 1.08  0.194
H -1.72 -0.91 1.48  0.197
H -3.12 -0.76 0.04  0.221
H -0.99 -1.65 -1.48  0.216
H 0.22 -1.14 1.41  0.206
H 2.49 -1.74 -0.54  0.361
H 1.11 -0.12 -1.42  0.161
N -1.26 0.27 -0.51  -0.427
N 2.00 -1.13 0.19  -0.546

Most stable = (P)